1.
# C21H28O3

A single C21H28O3 molecule (ωB97M-V with the def2-TZVPD basis set, OMol25).

```
! RIJCOSX wB97M-V def2-TZVPD def2/J DEFGRID3
* xyz 0 1
C -5.73641 -2.73535 -2.03486
C -4.89111 -2.45339 -1.04888
C -4.93693 -1.23008 -0.28139
C -4.09201 -0.94349 0.70684
C -4.11830 0.33783 1.48555
C -2.96433 1.19327 1.06079
C -1.68707 1.15458 1.46854
C -1.05432 0.25282 2.46382
C -0.85059 2.20134 0.77545
O 0.31878 1.60322 0.21819
C 1.48212 2.26861 0.36161
O 1.56874 3.32164 0.94620
C 2.63677 1.56640 -0.22223
C 2.64844 0.04465 -0.36800
C 3.81590 -0.71496 0.10027
C 3.76533 -1.85460 0.78711
C 5.01381 -2.55659 1.22604
C 2.47804 -2.52454 1.18298
C 2.65939 0.91105 -1.59334
C 1.42266 0.93411 -2.46185
C 3.92833 1.07958 -2.39950
C -1.77593 2.79604 -0.28985
C -3.14783 2.22142 0.02218
O -4.18929 2.55847 -0.48476
H -5.67908 -3.65417 -2.59273
H -6.51712 -2.04916 -2.31911
H -4.11311 -3.15744 -0.78069
H -5.71355 -0.52466 -0.54576
H -3.30032 -1.63500 0.96626
H -5.03973 0.88198 1.27178
H -4.05979 0.12779 2.55640
H -0.39872 -0.45106 1.94989
H -1.80025 -0.30759 3.02046
H -0.43908 0.82722 3.15558
H -0.51750 2.97088 1.48735
H 3.56441 2.03552 0.08453
H 1.69441 -0.41870 -0.15284
H 4.78183 -0.29059 -0.13290
H 5.02567 -2.65703 2.31130
H 5.90371 -2.01482 0.91679
H 5.05049 -3.55958 0.80080
H 1.90729 -1.88801 1.85883
H 1.86022 -2.73250 0.31063
H 2.67900 -3.46409 1.69072
H 1.51257 0.18004 -3.24242
H 1.31199 1.90701 -2.93951
H 0.52818 0.72532 -1.88347
H 4.08937 0.20452 -3.02751
H 4.79924 1.21264 -1.76499
H 3.84272 1.95253 -3.04432
H -1.79405 3.88477 -0.29217
H -1.47300 2.46212 -1.28382
*
```

Values from the calculation:
SMILES: C=C/C=C/CC1=C(C)[C@@H](OC(=O)[C@H]2[C@H](C=C(C)C)C2(C)C)CC1=O
relative energy (zero: lowest compared OMol25 entry of this formula, charge and spin): 9.0 kJ/mol
HOMO level: -0.3178 Ha

2.
# C43H77BFO9

7 unconnected molecules or ions with the total composition C43H77BFO9 in a non-equilibrium geometry (ωB97M-V with the def2-TZVPD basis set, OMol25).

```
! RIJCOSX wB97M-V def2-TZVPD def2/J DEFGRID3
* xyz -1 1
C 5.31748 2.83274 -2.21778
C 5.30693 1.34654 -2.67097
C 3.88572 0.71503 -2.76110
C 2.85162 1.54152 -3.58479
C 3.54565 2.01962 -4.90517
B 1.40078 0.78841 -3.80360
C 1.07726 0.08222 -5.24665
F 0.76738 1.01622 -6.29562
C 2.14163 -0.95599 -5.70274
C 1.45746 -2.34504 -5.87543
O 0.15823 1.50825 -3.42602
C -0.49369 0.83400 -2.35215
C -1.32943 1.80724 -1.52662
C -2.00742 2.79020 -2.51670
C -3.57922 2.41322 -2.86845
O -2.98746 3.59912 -1.99578
C 0.73654 0.15840 -1.66466
C 0.52438 -1.09210 -0.82220
C 0.24239 -2.31267 -1.42037
C 0.08923 -3.43894 -0.61069
C 0.22780 -3.31856 0.76319
C 0.50279 -2.10023 1.36436
C 0.65136 -0.97040 0.56132
O 1.38139 -0.36487 -2.83528
H 5.42188 3.48419 -3.09291
H 4.38765 3.06234 -1.67895
H 6.14514 2.98049 -1.50693
H 5.84265 1.17515 -3.61518
H 5.84556 0.77084 -1.89597
H 3.50648 0.70025 -1.72087
H 3.97239 -0.32614 -3.08760
H 2.65827 2.45384 -2.98391
H 3.98803 3.01488 -4.71247
H 4.37200 1.36494 -5.22118
H 2.86291 2.15164 -5.75542
H 0.13925 -0.48928 -5.10407
H 2.62230 -0.70157 -6.65586
H 2.84371 -1.07142 -4.86449
H 0.70747 -2.26852 -6.68189
H 0.90272 -2.61154 -4.96280
H 2.17333 -3.14928 -6.10293
H -1.17732 0.11846 -2.85512
H -2.15880 1.33288 -0.98236
H -0.72610 2.45727 -0.85808
H -1.39491 3.17689 -3.34157
H -3.26986 2.51509 -3.96769
H -4.45446 3.06103 -3.03128
H 1.37081 0.97281 -1.26916
H 0.13979 -2.40158 -2.49900
H -0.10762 -4.39333 -1.09944
H 0.12267 -4.19915 1.40354
H 0.61917 -2.01691 2.44650
H 0.87631 0.01980 0.96280
C -5.65880 2.19692 1.40663
C -4.91312 1.43524 2.49186
C -3.95756 0.58333 1.67098
O -3.65871 1.32412 0.48489
C -4.56157 2.43272 0.37924
H -6.12000 3.12140 1.75522
H -6.44268 1.56367 0.97948
H -4.35227 2.13217 3.11661
H -5.56067 0.84458 3.14037
H -4.42341 -0.36223 1.36921
H -3.03203 0.35870 2.20485
H -4.00200 3.34809 0.59854
H -4.93981 2.49585 -0.63828
C 4.15536 -4.49933 -0.82688
C 5.58947 -4.52854 -1.33240
C 5.50506 -3.62980 -2.55794
O 4.48474 -2.67001 -2.29273
C 3.74595 -3.06708 -1.12760
H 4.05612 -4.75617 0.22599
H 3.54194 -5.19440 -1.40938
H 6.25484 -4.08397 -0.58650
H 5.95696 -5.52981 -1.56248
H 5.21303 -4.19944 -3.44863
H 6.44476 -3.11399 -2.76893
H 4.02036 -2.39565 -0.30578
H 2.67679 -2.96635 -1.31440
C -5.00681 4.31015 7.39238
C -3.52274 4.38700 7.06448
C -3.34564 3.19017 6.14304
O -4.58844 3.01444 5.45473
C -5.59105 3.82514 6.07438
H -5.43418 5.25592 7.72419
H -5.17690 3.56566 8.17454
H -3.30943 5.31195 6.52249
H -2.87528 4.34906 7.93992
H -3.14086 2.27674 6.71176
H -2.54424 3.33322 5.41660
H -5.81003 4.66424 5.40488
H -6.50232 3.24013 6.20673
C 6.85259 -4.94860 3.82403
C 5.55892 -5.37414 4.50161
C 4.51432 -4.89558 3.50492
O 5.11931 -4.96522 2.20920
C 6.52640 -5.18130 2.35693
H 7.72849 -5.50433 4.15793
H 7.03380 -3.88580 4.00336
H 5.52475 -6.46362 4.58646
H 5.42257 -4.95131 5.49654
H 4.23336 -3.85388 3.69189
H 3.61029 -5.50600 3.51740
H 6.74351 -6.21371 2.06062
H 7.07012 -4.50837 1.69304
C 0.50543 5.66599 2.50641
C -0.85806 4.99491 2.59528
C -0.91287 4.22719 1.28335
O 0.43689 3.88082 0.95457
C 1.33264 4.59761 1.80524
H 0.91728 5.95703 3.47303
H 0.44008 6.55953 1.88015
H -0.87443 4.29767 3.43833
H -1.68677 5.69281 2.71496
H -1.30660 4.85359 0.47566
H -1.51818 3.32092 1.34567
H 1.75910 3.88888 2.52461
H 2.14441 5.01682 1.20908
C -6.57368 -1.86638 -0.36510
C -5.86719 -3.05571 -0.99814
C -6.95828 -4.11516 -0.97123
O -8.20709 -3.42330 -1.08575
C -7.98701 -2.01959 -0.90348
H -6.12461 -0.90520 -0.61503
H -6.57435 -1.97076 0.72378
H -5.59753 -2.82051 -2.03023
H -4.96350 -3.36196 -0.47286
H -6.95922 -4.66086 -0.02082
H -6.86572 -4.83616 -1.78491
H -8.09471 -1.53068 -1.87764
H -8.74284 -1.61626 -0.22737
*
```

Values from the calculation:
HOMO level: -0.1591 Ha

3.
# C11H22N3

A molecular structure, C11H22N3 in a non-equilibrium geometry (ωB97M-V with the def2-TZVPD basis set, OMol25).

```
! RIJCOSX wB97M-V def2-TZVPD def2/J DEFGRID3
* xyz 1 1
C -1.34813 -1.51048 2.04442
C -1.52608 -0.08100 2.20045
C -0.30932 -1.93579 1.22211
C -0.99016 0.78355 1.33568
C 0.64852 -0.89325 0.75033
C 2.76080 -1.32684 2.17874
C -2.86945 -0.09805 -2.62968
C 1.72937 2.15727 -2.20853
C 1.52573 -0.43744 1.96199
C -2.33393 0.23120 -1.24752
C 1.61052 0.95015 -1.35742
N -0.97671 -0.31307 -1.10026
N 0.72587 1.26902 -0.22438
N -0.05358 0.31755 0.35317
H -2.19370 -1.99978 2.41545
H -2.42339 0.26496 2.82401
H -0.11314 -3.00788 1.12410
H -1.13388 1.77752 1.32312
H 1.35576 -1.13767 -0.01067
H 3.73923 -1.27975 1.47289
H 2.42554 -2.38859 2.12286
H 3.20962 -1.15671 3.23887
H -4.02677 0.20046 -2.56977
H -2.53230 0.58147 -3.40157
H -2.69706 -1.16180 -2.96594
H 2.10489 3.05816 -1.70216
H 2.46231 2.01428 -3.04988
H 0.72822 2.29310 -2.62066
H 1.92407 0.65608 1.63066
H 0.94303 -0.36759 2.79423
H -2.27170 1.24294 -1.02485
H -2.83923 -0.31330 -0.33658
H 0.99938 0.37543 -2.05512
H 2.57616 0.44869 -1.02930
H -1.09735 -1.30356 -1.13625
H 0.26685 2.09073 -0.32252
*
```

Values from the calculation:
relative energy (zero: lowest compared OMol25 entry of this formula, charge and spin): 444.3 kJ/mol
HOMO level (spin up / spin down): -0.4648 / -0.4649 Ha

4.
# C4H8N3

A gas-phase ion, C4H8N3 (charge +1) in a non-equilibrium geometry (ωB97M-V with the def2-TZVPD basis set, OMol25).

```
! RIJCOSX wB97M-V def2-TZVPD def2/J DEFGRID3
* xyz 1 1
C 2.86525 -0.70454 -0.54975
N 1.43894 -0.66689 -0.86142
C 0.61223 -0.32685 -0.00428
C -0.80306 -0.32030 -0.31157
C -1.97597 -0.71795 0.50430
N -1.81443 0.54230 0.37330
N -2.37968 1.77052 0.47608
H 3.16766 -1.20353 0.38184
H 3.35208 -1.31614 -1.27684
H 3.13839 0.30172 -0.61900
H 0.88633 -0.19548 0.97650
H -0.82915 -0.28436 -1.49075
H -2.58481 -1.31208 1.12950
H -3.13055 1.83003 1.13025
H -1.94324 2.60354 0.14182
*
```

Values from the calculation:
SMILES: C/N=C/[C@H]1C=[N+]1N
relative energy (zero: lowest compared OMol25 entry of this formula, charge and spin): 624.8 kJ/mol
HOMO level: -0.5069 Ha

Please write out number 3 again, unchanged.
# C11H22N3

A molecular structure, C11H22N3 in a non-equilibrium geometry (ωB97M-V with the def2-TZVPD basis set, OMol25).

```
! RIJCOSX wB97M-V def2-TZVPD def2/J DEFGRID3
* xyz 1 1
C -1.34813 -1.51048 2.04442
C -1.52608 -0.08100 2.20045
C -0.30932 -1.93579 1.22211
C -0.99016 0.78355 1.33568
C 0.64852 -0.89325 0.75033
C 2.76080 -1.32684 2.17874
C -2.86945 -0.09805 -2.62968
C 1.72937 2.15727 -2.20853
C 1.52573 -0.43744 1.96199
C -2.33393 0.23120 -1.24752
C 1.61052 0.95015 -1.35742
N -0.97671 -0.31307 -1.10026
N 0.72587 1.26902 -0.22438
N -0.05358 0.31755 0.35317
H -2.19370 -1.99978 2.41545
H -2.42339 0.26496 2.82401
H -0.11314 -3.00788 1.12410
H -1.13388 1.77752 1.32312
H 1.35576 -1.13767 -0.01067
H 3.73923 -1.27975 1.47289
H 2.42554 -2.38859 2.12286
H 3.20962 -1.15671 3.23887
H -4.02677 0.20046 -2.56977
H -2.53230 0.58147 -3.40157
H -2.69706 -1.16180 -2.96594
H 2.10489 3.05816 -1.70216
H 2.46231 2.01428 -3.04988
H 0.72822 2.29310 -2.62066
H 1.92407 0.65608 1.63066
H 0.94303 -0.36759 2.79423
H -2.27170 1.24294 -1.02485
H -2.83923 -0.31330 -0.33658
H 0.99938 0.37543 -2.05512
H 2.57616 0.44869 -1.02930
H -1.09735 -1.30356 -1.13625
H 0.26685 2.09073 -0.32252
*
```

Values from the calculation:
relative energy (zero: lowest compared OMol25 entry of this formula, charge and spin): 444.3 kJ/mol
HOMO level (spin up / spin down): -0.4648 / -0.4649 Ha